Version 1
Formula: C52H143N13O13
Source: the Open Molecules 2025 dataset
Level of theory: ωB97M-V with the def2-TZVPD basis set

Atoms and positions in Å:
O: -0.88187 0.96235 -0.06768
O: -3.49986 -2.80298 1.40792
O: 6.95099 -4.73519 -4.21958
O: 4.29153 3.89921 0.70429
O: -3.56903 5.18693 4.39716
O: -5.34165 -1.12576 -3.77694
O: 1.50552 -5.80465 -4.50861
O: 0.14656 6.38400 1.91632
O: 2.06212 -2.01307 5.87650
O: -2.71947 0.87664 4.52551
O: 2.30831 1.81074 -3.43691
O: 3.76115 -2.34256 0.41200
O: -4.95633 -6.12888 -1.96338
N: 5.80367 7.01489 -0.49077
N: -1.77187 -1.43459 -4.86240
N: -0.07625 0.16009 -2.74255
N: 0.16015 7.05671 -1.73811
N: -5.48236 -4.38093 4.08668
N: 1.85161 5.40292 -3.61162
N: -0.44765 -0.72109 4.89917
N: -5.85209 6.19502 7.00835
N: 5.90415 -3.30145 -0.95928
N: -0.17518 2.14103 4.51853
N: 4.91588 0.69715 2.28965
N: -2.07850 -6.65708 -2.92652
N: -1.79608 -4.40700 -5.03319
C: 2.51799 3.20566 -3.73229
C: -6.25982 4.29559 5.61551
C: 1.51770 4.17166 -3.04732
C: -4.50144 6.03794 5.00052
C: -1.47016 -5.17100 -1.01717
C: 5.03363 -2.71350 -3.20471
C: -3.60975 -1.39289 -6.31982
C: 7.17360 -4.20048 -2.91268
C: 1.00737 -1.78061 -1.77632
C: 4.35297 -0.06437 1.18457
C: -3.17967 -0.96545 -4.91044
C: 4.93629 6.64341 1.65955
C: -3.03600 5.64496 3.18562
C: -3.98374 -1.57780 -3.68751
C: -6.13255 -1.78766 -2.83842
C: -2.52716 -6.06961 -1.66667
C: -0.55264 -4.94945 -5.47712
C: -1.90745 6.30877 -0.46707
C: -0.05400 -0.70695 -1.56554
C: -5.20695 5.29637 6.08902
C: 5.23387 0.10387 -0.07606
C: -4.71492 -3.09434 2.10694
C: -0.48674 6.95318 -0.43869
C: -0.00901 -2.10459 4.65307
C: -4.66424 -5.58202 2.09878
C: 0.91330 5.48632 2.71380
C: 2.59824 -5.65312 -3.54807
C: -3.88456 -5.28177 -1.92992
C: -3.60596 -1.73290 0.45496
C: -0.61812 1.86714 0.98563
C: -0.76814 -2.65859 3.48061
C: -4.54765 -4.32809 2.96319
C: 3.42997 -2.13589 5.98492
C: 3.23655 0.88814 -3.99078
C: 0.24205 0.06581 -0.32324
C: -3.95465 0.45200 4.01911
C: 0.09141 3.69342 -3.37452
C: 8.19417 -5.11179 -4.82591
C: -1.15009 2.47727 5.51004
C: 4.22007 -1.56494 1.50881
C: 0.51036 6.23761 0.53063
C: -0.77118 3.89990 5.96223
C: 5.78536 -3.77141 -2.34362
C: -2.56031 2.22044 4.98716
C: 3.39676 -3.64034 0.64898
C: 0.51057 -4.84257 -4.39718
C: 5.55981 5.91777 0.45578
C: 3.27008 3.06584 0.29282
C: -0.17344 -4.29962 -6.80690
C: 4.58398 4.98567 -0.20920
C: -6.24329 -5.64416 -1.65262
C: 1.55953 -2.21141 4.57868
H: 4.09582 0.98240 -3.32680
H: -3.98202 -4.70242 -1.01180
H: 3.00424 -4.65333 -3.70202
H: 7.89026 -3.38010 -2.87413
H: -2.20234 6.30359 3.42919
H: -1.93456 5.29871 -0.87589
H: 0.24159 4.00303 6.35179
H: -0.35506 -0.43252 5.86263
H: -1.31352 -1.03938 -5.67099
H: -0.02057 -4.98097 -3.45546
H: -6.29483 -5.03954 -0.74714
H: -0.14796 3.64103 -4.43662
H: 1.98083 5.65537 2.57269
H: 3.67708 -1.69050 2.44556
H: -2.40339 6.32907 0.50336
H: 5.25907 -1.88532 1.58592
H: 5.18988 -4.68150 -2.41619
H: -1.83803 -2.45606 3.43140
H: 0.97803 -3.85860 -4.36000
H: -3.39764 -0.77073 0.92287
H: 0.77358 -4.74712 -7.10856
H: 4.86364 -0.31248 -1.01289
H: -0.61891 4.38122 -2.91573
H: 4.19395 -4.34607 0.88252
H: 6.26883 -0.23048 -0.00419
H: -0.56821 2.52018 3.66889
H: -3.48633 -1.21400 -2.78844
H: -6.19630 -2.87464 -2.88845
H: 0.77618 0.68989 -2.85555
H: 4.95878 4.65298 -1.17715
H: 0.87175 -2.52580 -0.99249
H: -6.97844 -6.44828 -1.62067
H: -2.92613 -0.95667 -7.04816
H: 3.36865 -6.40616 -3.71384
H: 8.95064 -4.33602 -4.94424
H: 0.00820 2.67584 -2.99281
H: 2.99574 -4.05192 -0.27724
H: 0.87983 -2.26602 -2.74391
H: 3.42641 1.03177 -5.05447
H: -2.58489 4.73731 2.78464
H: -4.81549 0.70124 4.63954
H: -5.09133 -5.04417 4.74037
H: 7.96305 -5.35262 -5.86355
H: 0.30070 2.42596 0.80791
H: 2.02866 -1.46179 3.94144
H: -0.48440 -5.62130 -1.13383
H: 8.64318 -5.93707 -4.27328
H: -5.84922 -1.49828 -1.82645
H: -4.63034 -1.08647 -6.54920
H: 4.21965 0.75018 3.01942
H: -5.65734 -5.64705 1.65423
H: -1.42783 -0.53708 4.73950
H: -1.31381 4.28261 6.82663
H: -3.52144 -2.47914 -6.33854
H: -1.50505 -4.21596 -1.54140
H: -1.40015 2.62539 1.02551
H: 6.22257 7.76520 0.03994
H: -0.22254 1.13702 4.41931
H: -0.47026 -2.19189 2.54170
H: -3.23419 0.11946 -4.82052
H: -4.02749 6.97628 5.28860
H: 2.75441 5.78915 -3.37521
H: 2.94489 -0.15102 -3.83857
H: 5.64372 7.35514 2.08510
H: -3.92721 -2.66418 -3.75597
H: 5.03710 1.63725 1.94091
H: -4.60904 4.57845 6.65045
H: -6.40090 5.69099 7.69017
H: -4.62230 -1.71099 0.06168
H: -3.24230 2.54793 5.77185
H: 3.84028 -1.79189 6.93435
H: -3.89553 -0.62238 3.84496
H: 1.54448 6.55479 0.39614
H: 3.98934 -1.54454 5.26000
H: -2.27528 -4.17452 -5.89135
H: 1.25986 6.06034 -3.12405
H: -0.98001 1.81456 6.35856
H: -0.30839 7.49752 -2.51673
H: 0.57437 5.68273 3.73098
H: -0.73524 -6.01756 -5.59509
H: -2.53669 7.02585 -0.99428
H: 5.34222 1.15754 -0.33325
H: -2.88629 -1.87724 -0.35086
H: -1.26566 -1.04565 -4.07973
H: -5.84303 3.59900 4.88807
H: 0.33726 -0.74937 0.39405
H: -3.89738 -5.54958 1.32486
H: -4.54182 -6.53060 2.62156
H: 3.49053 3.36097 -3.26525
H: -0.92085 -4.28066 -7.60007
H: 3.71280 5.58507 -0.47354
H: 4.15954 -2.21564 -2.78495
H: -6.61758 3.63632 6.40638
H: 2.63643 -3.62055 1.42975
H: -0.96568 4.62056 5.16792
H: 6.44176 5.36393 0.77754
H: -0.53014 7.99512 -0.12156
H: -0.28349 -2.67607 5.53973
H: -6.54118 -5.00454 -2.48343
H: -3.98137 -4.54523 -2.72757
H: 5.65759 -1.85549 -3.45489
H: -0.03613 -3.23417 -6.62238
H: -0.53932 1.34089 1.93691
H: -0.50916 -3.69764 3.27713
H: -1.85019 -5.93887 -3.59894
H: -3.82932 6.08828 2.58378
H: 5.02490 -2.86695 -0.71798
H: 3.74931 -3.17795 5.96916
H: 0.95257 7.66592 -1.59307
H: -0.79244 0.83631 -2.51914
H: 3.05273 2.27308 1.00863
H: -7.10523 4.82160 5.17201
H: -5.25684 6.37007 4.28836
H: 3.35475 0.29871 0.93998
H: 4.65397 -3.10051 -4.15032
H: 6.54332 6.72642 -1.11511
H: 2.33726 3.60768 0.13675
H: -2.79342 -7.18576 -3.40556
H: 2.00554 -1.34723 -1.71348
H: 2.56488 3.32502 -4.81472
H: -1.08164 -1.05437 -1.45905
H: 4.72706 5.90492 2.43349
H: -7.11153 -1.33548 -2.99725
H: -5.60629 -3.26742 1.50393
H: -1.58350 -3.49600 -4.65244
H: -4.24298 0.86421 3.05214
H: 0.66149 4.47165 2.40539
H: 2.35887 -5.79806 -2.49460
H: -6.52125 6.67166 6.42087
H: 0.43120 5.18966 0.24145
H: 1.78392 -3.21875 4.22796
H: -3.56656 -4.28296 3.43598
H: 6.57922 -2.55191 -1.00988
H: 7.66794 -4.83856 -2.18015
H: -1.68119 -5.06212 0.04664
H: 1.69623 4.31511 -1.98165
H: -2.69505 -6.86955 -0.94555
H: -2.73482 2.82419 4.09659
H: 3.43418 2.67650 -0.71196
H: 4.05923 7.21255 1.35145
H: 1.19021 0.59737 -0.40409
H: -5.39816 -3.54072 4.64082
H: -4.89918 -2.28250 2.81056

Values from the calculation:
**Kohn-Sham gap**: 8.6 eV
**2S+1**: 1


Version 2
Formula: C52H143N13O13
Source: the Open Molecules 2025 dataset
Level of theory: ωB97M-V with the def2-TZVPD basis set

Atoms and positions in Å:
O: 5.19778 -2.30982 -2.93681
O: 2.01197 4.69764 -5.11051
O: -7.02741 0.12251 2.60443
O: -3.37729 3.44327 -0.68408
O: 0.97379 0.48414 -1.10237
O: 6.03723 -1.84677 5.22716
O: 3.76510 0.84275 -6.50038
O: -1.12246 3.67516 6.07926
O: -3.27662 -5.77081 2.03731
O: 2.81658 -5.28439 0.56813
O: -3.95543 -0.52681 -0.62332
O: -0.98126 -1.64446 4.63420
O: -0.52125 -3.86227 -5.35531
N: 1.67161 -3.49863 3.56696
N: 1.51556 -0.25633 6.85474
N: -4.17860 -0.88613 -4.27897
N: 3.88049 0.03045 5.25512
N: 3.36185 1.51307 -9.14928
N: -2.32979 -2.75989 0.14827
N: -4.85503 5.65134 1.87575
N: 1.64608 3.19190 -1.76367
N: 0.08316 1.89477 8.24210
N: -1.91155 1.35495 1.09147
N: -2.27884 -1.13750 -7.03465
N: 7.64860 -0.60281 -2.91174
N: -5.81059 3.42927 3.71352
C: 1.74541 3.29446 -3.22258
C: -4.53705 1.37911 3.82365
C: 0.72999 -3.21183 1.36452
C: 3.91634 -1.04496 4.23117
C: 4.00477 -5.45405 -0.17744
C: -3.18319 -3.72921 0.84321
C: -7.08277 1.30684 3.38261
C: -2.90748 -7.12989 2.10925
C: 5.41755 -1.38838 4.05015
C: -2.39979 -4.95603 1.26706
C: 1.54126 -4.13923 2.26231
C: 2.43341 5.90524 -5.64808
C: -4.80941 -0.22868 0.49212
C: 0.26393 3.45915 6.34782
C: 3.80178 2.48432 -8.15882
C: -3.75746 5.29993 0.97371
C: 0.53985 2.60484 -3.86067
C: -8.28546 -0.50091 2.56715
C: -0.25790 -0.61344 5.29100
C: 2.92588 -4.47109 1.71281
C: 0.47239 3.25321 7.83700
C: 1.35203 -0.58298 -1.93885
C: 0.61032 -1.29694 6.35440
C: -1.61227 -2.96035 -5.61993
C: 3.22956 -0.54582 2.95069
C: -1.14179 -1.99978 -6.68503
C: -4.36291 -4.12416 -0.02609
C: 1.85302 3.60957 8.38163
C: -2.60951 4.19518 -1.59066
C: 6.06650 -2.09273 -4.04046
C: -0.98202 -4.92847 -4.52495
C: -2.78127 0.72171 -3.00321
C: 6.66534 -0.70301 -4.00854
C: -5.76745 2.04473 3.22428
C: -0.14340 -1.82809 7.56714
C: 5.59616 -3.14944 5.60380
C: 3.36028 0.26344 -5.29090
C: 4.23529 -3.29627 -3.23539
C: -0.10059 0.19865 -0.24183
C: 0.35166 1.92763 1.47417
C: 7.35693 -0.32693 -5.31166
C: -3.55357 -0.59415 -2.97723
C: -4.31428 4.18371 0.06366
C: 1.81282 4.73108 -3.70693
C: -4.61865 -0.59897 -1.86326
C: -1.42049 3.57238 4.71149
C: -0.63661 1.49335 0.37198
C: 0.07416 -1.15677 -6.26643
C: 3.35122 3.86974 -8.62139
C: 3.25608 2.14414 -6.75759
C: -1.59373 -1.22999 3.44467
C: -2.51214 4.84186 1.73287
H: -5.70114 -0.84940 0.40120
H: -5.05740 4.58850 -0.63677
H: 2.26966 0.23468 -5.18052
H: 2.16588 2.03827 -6.80613
H: 4.46168 -4.49865 -0.43536
H: -2.59785 0.84398 0.53860
H: 0.73607 -3.58375 0.33882
H: -1.75927 4.26278 1.19441
H: -3.55207 -3.29740 1.77682
H: 0.52491 -2.41056 8.20493
H: -0.87744 -1.14216 2.61852
H: 5.61079 -3.84000 4.76264
H: 6.66981 -0.33915 -6.15998
H: 3.40604 -3.20484 -2.53296
H: -2.30551 0.89023 -2.02979
H: -0.60768 -1.10399 8.24150
H: -5.02538 0.83987 0.44085
H: -5.23892 -1.48467 -2.01742
H: 1.02605 -5.10343 2.37028
H: 4.62292 -3.04764 6.09589
H: 0.89463 -1.87528 -6.28593
H: 0.35893 -0.25749 -6.81010
H: 0.18625 2.94098 1.83735
H: 3.85844 -3.28801 -4.26110
H: -1.88172 -7.34982 2.42057
H: -0.13488 -0.81777 -5.24774
H: -0.38789 3.14700 -3.67848
H: -3.55504 6.18722 0.37007
H: -0.71600 2.28718 -0.37733
H: 0.43971 -0.92050 -2.46080
H: 6.86114 -2.84497 -3.95664
H: -4.81722 3.41549 0.65589
H: 4.66421 -6.20949 0.25906
H: -2.10870 -0.27204 3.55148
H: -1.89137 0.69888 -3.63769
H: 0.25936 -0.48207 0.53610
H: 2.24856 -0.03086 6.14938
H: 1.14855 -2.12809 5.88704
H: 2.37200 1.66357 -9.34060
H: 3.40047 0.60961 -8.67952
H: -2.30137 2.28406 1.17633
H: 6.23139 -3.47186 6.42894
H: 2.11444 -4.06831 4.28019
H: -0.18465 3.96093 8.35619
H: -5.04957 4.82067 2.44817
H: -0.92786 0.09621 5.78311
H: 0.78229 -3.22375 3.97289
H: -5.19373 0.32281 -2.00773
H: -2.02823 5.62511 2.32021
H: -4.07676 -4.84127 -0.80375
H: -1.22771 -4.50739 -3.54712
H: -7.23213 1.03471 4.43433
H: 4.59017 -0.25910 5.93551
H: -4.99616 -0.28412 -4.34055
H: -5.65596 2.19259 2.14450
H: -5.20702 -4.54661 0.52311
H: 1.18635 -2.22112 1.42591
H: 3.79927 0.84409 -4.47058
H: 2.62913 2.80715 -3.65565
H: -8.64322 -0.74613 3.57475
H: -3.43272 1.56954 -3.21832
H: 0.40615 -0.13060 4.56792
H: 3.33144 -1.88958 4.58712
H: -1.89035 3.63974 -2.19154
H: 3.38439 -3.50438 1.47097
H: -0.94948 -0.27324 -0.75326
H: -2.13797 -0.85370 -8.00409
H: -1.25333 2.61181 4.21701
H: 7.85903 0.64078 -5.31551
H: -4.53500 6.32788 2.56345
H: 1.89919 6.80278 -5.31445
H: -2.81313 -1.39311 -2.86011
H: 0.75922 2.63174 5.83071
H: 3.70164 -0.76267 -5.15491
H: -0.13977 -5.61810 -4.49431
H: -1.96625 4.91060 -1.06245
H: -2.84724 -1.88396 0.00993
H: -9.04745 0.10385 2.06342
H: 0.70958 2.46250 -4.93074
H: -1.90749 -2.50369 -4.66958
H: 0.39197 1.16552 2.25019
H: -0.92059 -2.67585 -7.51974
H: 5.57252 -2.24545 -5.00775
H: 2.68138 3.01418 7.99639
H: 3.44398 -1.20311 2.10437
H: -4.27209 -0.48309 1.40285
H: -0.31797 -3.11402 1.64326
H: 8.16009 -1.03784 -5.54276
H: 2.35390 5.94058 -6.73689
H: 3.67723 4.06945 -9.63990
H: 3.66186 -5.94621 -1.09041
H: 0.40972 1.56443 -3.54730
H: 4.62623 -4.31058 -3.07934
H: -8.17320 -1.44483 2.03176
H: 2.06247 4.66876 8.20481
H: 5.61593 -2.03179 3.18232
H: 0.70483 4.42756 6.06748
H: 1.64398 -1.47326 -1.37386
H: -4.46062 0.35232 3.46323
H: 2.01243 -0.29144 -2.75076
H: 2.50667 3.58148 -1.38526
H: -0.99828 -2.43648 7.25559
H: 0.90472 5.30173 -3.48261
H: -2.15113 -3.05344 -0.80852
H: 3.58566 2.86387 -6.00546
H: -6.76811 3.78621 3.73454
H: -4.55998 1.27263 4.91162
H: -2.47024 -3.52649 -5.99474
H: 0.68964 1.22388 7.74085
H: 2.14853 -0.59815 3.07849
H: -3.54940 -0.62260 -5.03064
H: 3.50126 6.13018 -5.50933
H: -1.83646 -5.46723 -4.94272
H: 1.80708 3.54865 9.46907
H: 8.56263 -0.72040 -3.33597
H: -3.58334 -7.62408 2.80266
H: -1.57356 -4.66306 1.92605
H: -3.65390 1.95551 3.55073
H: 5.92845 0.08972 -3.84904
H: 2.04566 -0.63628 7.63535
H: 2.62491 5.25592 -3.18760
H: -2.45601 3.91929 4.64699
H: 4.89326 2.42491 -8.21188
H: -1.96590 -5.57111 0.46933
H: 2.26656 3.95928 -8.49773
H: -2.31107 -1.97329 3.08920
H: -0.90122 4.32948 4.10187
H: -4.78382 -3.30502 -0.61366
H: -2.79854 4.12570 2.51692
H: 3.51307 0.45673 2.62648
H: -7.85758 2.00886 3.05652
H: 3.48142 -5.04309 2.46419
H: 7.54736 -1.35057 -2.23711
H: 5.93468 -0.46586 3.77121
H: -3.03635 -7.54747 1.10420
H: -3.30628 4.73998 -2.23963
H: -0.85575 1.78744 7.86474
H: -5.62324 3.46308 4.71675
H: -3.12198 -1.69272 -7.19214
H: 1.34306 1.95110 1.00205
H: 3.69888 4.70581 -8.00970
H: 4.37561 0.85246 4.90618
H: 1.64286 2.19884 -1.50807

Values from the calculation:
**Kohn-Sham gap**: 8.7 eV
**2S+1**: 1


Most favorable structure: version 2. The second most favorable one is 289.8 kJ/mol above it.